#A
C5H7N3 in the gas phase, computed with ωB97M-V/def2-TZVPD.

## Properties
SMILES string: N#C/C=C(/N)[C@@H]1CN1
Charge: 0
HOMO energy, eV: -8.55
Gap between HOMO and LUMO, eV: 9.036
E_LUMO, eV: 0.5

Geometry as XYZ:
```
15
C5H7N3 | OMol25 | ωB97M-V/def2-TZVPD
N 3.22 -1.20 0.17
C 2.64 -0.14 -0.10
C 1.66 0.88 -0.01
C 0.39 0.48 -0.10
N -0.56 1.43 0.16
C -0.03 -0.88 -0.20
C -1.60 -1.02 -0.51
N -1.07 -1.04 0.89
H 2.00 1.88 0.20
H -0.30 2.34 -0.05
H -1.68 1.44 0.04
H 0.59 -1.77 -0.17
H -1.82 -1.99 -0.81
H -2.05 -0.19 -0.97
H -1.39 -0.23 1.45
```



#B
C5H7N3 in the gas phase, computed with ωB97M-V/def2-TZVPD.

## Properties
Charge: 0
HOMO energy (spin up / spin down), eV: -8.14 / -8.14
Gap between HOMO and LUMO (spin up / spin down), eV: 8.138 / 8.138
E_LUMO (spin up / spin down), eV: 0.0 / 0.0

Geometry as XYZ:
```
15
C5H7N3 | OMol25 | ωB97M-V/def2-TZVPD
C -0.95 -0.54 0.68
C 0.87 -0.21 -0.54
N -0.75 0.29 1.73
N 1.20 0.91 -1.28
C -0.70 -0.54 -0.65
C 1.79 -1.05 -0.06
C -2.38 0.08 -0.18
N -3.42 0.55 -0.38
H -0.50 1.26 1.55
H -1.20 0.22 2.64
H 2.08 1.35 -1.03
H 0.45 1.56 -1.46
H -0.90 -1.22 -1.47
H 1.56 -1.78 0.71
H 2.84 -0.89 -0.27
```



#A is favored, and the nearest alternative lies 0.1130 hartree above it.



#A
C5H7N3 in the gas phase, computed with ωB97M-V/def2-TZVPD.

## Properties
SMILES string: C1=NN=C[C@@H]2N[C@@H]2C1
Charge: 0
HOMO energy, eV: -9.18
Gap between HOMO and LUMO, eV: 9.692
E_LUMO, eV: 0.5

Geometry as XYZ:
```
15
C5H7N3 | OMol25 | ωB97M-V/def2-TZVPD
C -0.64 0.38 1.79
N 0.35 -0.17 2.30
N 1.01 -1.25 1.45
C 1.34 -1.12 0.24
C 0.78 -0.46 -1.05
N 0.80 1.05 -0.93
C -0.53 0.48 -1.04
C -1.35 0.21 0.34
H -0.89 1.40 2.23
H 2.21 -1.82 -0.06
H 0.87 -0.94 -2.04
H 0.99 1.39 -1.93
H -1.08 0.68 -1.99
H -2.06 1.08 0.37
H -1.79 -0.93 0.32
```



#B
C5H7N3 in the gas phase, computed with ωB97M-V/def2-TZVPD.

## Properties
SMILES string: C/C=N\N=C(\C)C#N
Charge: 0
HOMO energy, eV: -9.96
Gap between HOMO and LUMO, eV: 10.089
E_LUMO, eV: 0.1

Geometry as XYZ:
```
15
C5H7N3 | OMol25 | ωB97M-V/def2-TZVPD
C -1.22 2.17 1.30
C -1.63 0.84 1.00
N -1.09 0.00 0.09
N 0.39 0.26 -0.27
C 0.78 -0.90 -0.60
C 2.10 -1.12 -1.41
C -0.06 -2.20 -0.50
N -0.48 -3.25 -0.57
H -2.06 2.89 1.02
H -1.26 2.54 2.37
H -0.14 2.25 0.83
H -2.78 0.45 1.16
H 1.99 -1.64 -2.39
H 2.80 -0.18 -1.09
H 2.63 -2.11 -0.96
```



#C
C5H7N3 in the gas phase, computed with ωB97M-V/def2-TZVPD.

## Properties
SMILES string: CN1Cc2[nH]ncc21
Charge: 0
HOMO energy, eV: -7.66
Gap between HOMO and LUMO, eV: 8.555
E_LUMO, eV: 0.9

Geometry as XYZ:
```
15
C5H7N3 | OMol25 | ωB97M-V/def2-TZVPD
C -2.33 -0.68 0.47
N -1.32 -0.20 -0.48
C -1.13 1.25 -0.31
C 0.38 0.84 0.04
N 1.69 0.87 0.41
N 2.24 -0.45 0.09
C 1.27 -1.29 -0.20
C -0.03 -0.49 -0.23
H -2.06 -0.37 1.54
H -3.33 -0.17 0.39
H -2.68 -1.68 0.28
H -1.19 1.89 -1.28
H -1.78 1.56 0.55
H 2.41 1.72 0.24
H 1.44 -2.29 -0.50
```



#B is favored, and the nearest alternative lies 0.0083 hartree above it.